[1]
7
Properties=species:S:1:pos:R:3 method="wB97M-V/def2-TZVPD" orbital_gap_ev="6.87 / 6.87" charge=+1 homo_energy_ev="-11.6 / -11.6" energy_ev=-11074.6658 e_above_lowest_kcal_mol=26.11 lumo_energy_ev="-4.7 / -4.7" largest_force_ha_per_bohr=0.073
Tl -0.40751 -2.19289 1.20090
O -1.19892 -0.38369 0.16448
O 2.88756 1.02183 0.49782
C -0.05880 -0.22428 -0.43024
C 1.87164 1.08741 -0.01968
Li -2.95413 0.71353 0.11183
H -0.13983 -0.02190 -1.52511

=====

[2]
23
Properties=species:S:1:pos:R:3 method="wB97M-V/def2-TZVPD" orbital_gap_ev="2.23 / 7.83" charge=-1 homo_energy_ev="1.2 / -4.4" energy_ev=-10000.9799 multiplicity=2 e_above_lowest_kcal_mol=21.46 lumo_energy_ev="3.4 / 3.4" largest_force_ha_per_bohr=0.041 s_squared=0.750
O -2.98099 -5.26246 3.01476
N -1.87646 1.48881 1.46712
C -1.30644 0.68148 0.49571
C 0.97099 1.09958 1.36274
C 0.64646 -0.08268 -0.82120
C 0.02466 0.56981 0.35479
C 1.42140 0.88142 -1.73015
C 1.76819 0.25903 -3.09232
H 1.85325 0.48631 1.58410
H 1.31773 -0.72213 -3.24237
H 0.90776 1.83492 -1.83594
H 2.34607 1.17740 -1.21810
H -3.18150 -4.93815 3.91293
H 1.48710 2.02361 1.01586
H -2.87219 1.49304 1.62528
H 0.55136 1.42926 2.31084
H -0.11169 -0.59499 -1.43163
H 1.32659 -0.92276 -0.60996
H 2.81372 0.15996 -3.38346
H -1.33059 2.25786 1.81155
H -1.96465 0.22261 -0.22711
H 1.33069 0.91720 -3.85032
H -3.14148 -4.45912 2.48689

=====

[3]
8
Properties=species:S:1:pos:R:3 method="wB97M-V/def2-TZVPD" orbital_gap_ev="8.62 / 8.96" charge=+2 homo_energy_ev="-19.3 / -19.3" energy_ev=-29835.7425 multiplicity=7 lumo_energy_ev="-10.7 / -10.3" largest_force_ha_per_bohr=0.092 s_squared=12.738
Tb -2.04484 0.28409 0.01548
O -1.48945 -0.86526 1.70563
O 2.21074 0.29229 -0.91955
O 0.06044 0.66597 -0.73704
C 1.06908 -0.14217 -0.78146
Li 1.50719 2.16792 -0.85454
H -1.50694 -0.67187 2.64238
H 0.71001 -1.21524 -1.09233

=====

[4]
52
Properties=species:S:1:pos:R:3 method="wB97M-V/def2-TZVPD" orbital_gap_ev=4.92 charge=+2 homo_energy_ev=-12.2 energy_ev=-452528.4770 e_above_lowest_kcal_mol=89.14 lumo_energy_ev=-7.2 largest_force_ha_per_bohr=0.081
Br -4.23219 -1.67843 6.42359
Br -2.00388 1.24231 -7.40560
Br 1.99534 -2.39457 -4.46468
Br 1.59895 0.84200 -10.26168
Br -6.99354 0.22352 3.19732
Br -1.46612 -5.53329 -3.71776
O -0.19541 -1.75052 1.69563
O 0.51082 1.51886 -1.39590
O -1.31092 0.90314 2.69065
O -0.07851 1.70001 0.90863
O 3.63055 3.06096 -0.94752
O 1.29238 2.80283 -2.98996
O 0.76095 -0.37253 0.18467
O 2.27298 1.66037 0.16165
N 1.58275 -4.30628 4.59906
N 0.55034 2.89241 5.47380
N 5.04224 3.69828 2.45884
C 0.02537 -0.62068 1.23705
C 2.62057 2.36534 -0.92872
C -0.57922 0.74335 1.70096
C 1.41819 2.25342 -1.91408
C -0.50365 1.70607 -8.57462
C -5.99589 0.06258 4.90571
C 0.28206 -3.39297 -4.61820
C 0.00881 0.40176 -9.12057
C -0.13278 -4.07840 -3.32217
C -5.56998 -1.35468 5.05275
B 0.90523 1.09824 -0.04217
H 0.67008 -4.52443 -2.73516
H 5.98953 4.03853 2.37526
H 4.54845 4.43015 2.94939
H 4.98735 2.85357 3.00979
H 0.28358 2.26976 -8.07399
H -0.58286 -3.44210 -2.56016
H 0.99346 3.76650 5.22947
H 2.38355 -3.69080 4.59968
H 1.56319 -4.61594 5.56022
H 0.38434 -0.08126 -8.21848
H 0.48606 -3.97658 -5.51591
H -6.39895 -2.06073 5.00375
H -6.60362 0.29644 5.77982
H 0.76621 -3.78801 4.30793
H 1.75918 -5.14010 4.05711
H -0.73069 -0.19092 -9.65906
H -4.97317 -1.57474 4.16760
H 4.59720 3.50276 1.57350
H 1.16902 2.13148 5.23232
H -0.48252 -2.65951 -4.87422
H -5.27439 0.87233 4.79684
H 0.26410 2.91625 6.44210
H -0.95832 2.29713 -9.36961
H -0.27646 2.67694 4.93522

=====

[5]
13
Properties=species:S:1:pos:R:3 method="wB97M-V/def2-TZVPD" orbital_gap_ev="7.51 / 8.04" homo_energy_ev="-7.3 / -7.3" energy_ev=-9370.4221 e_above_lowest_kcal_mol=153.90 lumo_energy_ev="0.2 / 0.7" largest_force_ha_per_bohr=0.019
O 0.91450 -0.87330 -0.60600
O 1.77057 1.00493 0.20942
C -0.08015 -0.65839 0.27431
C -1.34590 -1.39818 0.00321
C 0.46689 1.53141 0.21994
C -0.27549 2.48250 0.36410
C 1.92475 -0.06178 -0.57326
H -1.35784 -2.42654 0.39257
H 2.52693 -0.01068 -1.47223
H -1.54745 -1.43560 -1.07117
H -2.17253 -0.85874 0.47780
H -1.06597 3.18506 0.48740
H 0.24170 -0.48068 1.29392

=====

[6]
11
Properties=species:S:1:pos:R:3 method="wB97M-V/def2-TZVPD" orbital_gap_ev=9.31 homo_energy_ev=-8.6 energy_ev=-8772.1913 e_above_lowest_kcal_mol=126.91 smiles="CC1=[N+]([O-])OC1" lumo_energy_ev=0.8 largest_force_ha_per_bohr=0.115
O -1.76074 0.31497 0.82309
O -1.97046 -0.39699 -1.33869
N -1.27018 -0.13200 -0.44938
C 1.23621 -0.44187 -0.80760
C 0.03339 -0.20043 -0.02909
C -0.37914 0.43048 1.26488
H 2.04539 -0.71803 -0.22116
H -0.23896 0.16377 2.35834
H -0.21518 1.54286 1.34519
H 1.61748 0.55055 -1.30075
H 0.90220 -1.11333 -1.64483

=====

[7]
14
Properties=species:S:1:pos:R:3 method="wB97M-V/def2-TZVPD" orbital_gap_ev=6.89 charge=-1 homo_energy_ev=-2.7 energy_ev=-16139.9235 e_above_lowest_kcal_mol=26.12 lumo_energy_ev=4.2 largest_force_ha_per_bohr=0.046
S 0.67025 -1.77885 0.08527
O -2.20703 -0.94057 0.85942
C -1.80558 0.26548 1.49209
C 1.96452 0.49382 -0.97735
C 0.67442 -0.31439 -0.98894
H 0.44177 -0.54642 -2.04397
H 2.56123 0.30490 -1.88905
H -1.42382 -1.46221 0.55463
H -1.59498 0.99882 0.67821
H -0.80150 0.01600 2.04547
H 2.54940 0.37958 -0.06337
H 1.82490 1.58322 -1.02027
H -2.72091 0.66218 1.96489
H -0.13266 0.33843 -0.69703